(1)
The following is a DFT calculation (wB97M-V/def2-TZVPD) of a 9-piece molecular cluster, C40H74ClN2O35S8 overall.

The calculation puts the HOMO energy at -11.32 eV. As for the total charge: +1. The maximum force is 5.069 eV Å⁻¹. The LUMO energy is -4.3 eV. The value obtained for the total energy is -7956.3175 Ha.

```
160
C40H74ClN2O35S8 wB97M-V/def2-TZVPD
C -4.072 -0.615 4.244
C -5.065 -1.525 3.774
C -5.051 -2.109 2.292
C -3.518 -2.237 1.841
C -2.973 -1.181 0.894
Cl -3.889 0.198 0.201
C -1.506 -1.467 0.568
C -0.629 -0.587 -0.416
C 0.013 0.722 0.301
C -0.509 0.964 1.793
C 0.085 2.392 2.285
C -0.904 3.570 1.823
C -0.098 4.981 1.799
C -0.369 5.801 3.164
O 0.761 6.670 3.461
C 1.650 5.969 4.354
C -0.916 -2.672 1.271
O 0.457 -2.935 0.963
C 1.200 -3.303 2.159
C 1.194 -2.209 3.326
C 2.198 -1.022 2.922
C 1.867 -2.939 4.622
C 0.812 -3.328 5.759
C 0.577 -2.051 6.717
C -0.554 -3.965 5.228
N -1.484 -3.594 2.137
N -2.757 -3.288 2.322
O -3.411 -4.174 3.131
C -3.460 -5.493 2.509
C -3.839 -5.474 0.952
H -4.441 0.343 4.745
H -2.953 -0.820 4.096
H -5.878 -1.892 4.475
H -5.572 -3.137 2.314
H -5.652 -1.489 1.540
H -1.342 -0.181 -1.220
H 0.172 -1.180 -0.958
H 1.165 0.660 0.230
H -0.275 1.656 -0.307
H -0.228 0.111 2.505
H -1.661 1.014 1.808
H 1.088 2.587 1.763
H 0.226 2.363 3.416
H -1.382 3.363 0.798
H -1.730 3.646 2.608
H 1.027 4.819 1.673
H -0.439 5.621 0.924
H -0.465 5.037 4.016
H -1.333 6.408 3.090
H 1.191 5.735 5.380
H 2.575 6.602 4.551
H 1.946 4.963 3.891
H 2.299 -3.404 1.827
H 0.930 -4.347 2.568
H 0.164 -1.856 3.652
H 2.176 -0.245 3.771
H 1.954 -0.531 1.919
H 3.273 -1.433 2.918
H 2.365 -3.912 4.243
H 2.743 -2.299 5.007
H 1.300 -4.129 6.431
H -0.211 -1.371 6.252
H 1.564 -1.521 6.944
H 0.219 -2.483 7.723
H -0.429 -4.776 4.442
H -1.188 -3.105 4.794
H -1.132 -4.376 6.125
H -2.512 -6.100 2.743
H -4.310 -6.058 3.040
H -2.849 -5.431 0.371
H -4.354 -6.442 0.631
H -4.439 -4.562 0.637
C -0.811 -2.296 -5.045
C -2.277 -2.233 -4.644
O -2.477 -0.896 -4.180
S -1.502 0.103 -5.011
O -2.258 0.692 -6.069
O -0.744 0.876 -4.073
O -0.530 -1.031 -5.645
H -0.167 -2.408 -4.168
H -0.610 -3.101 -5.747
H -2.526 -2.953 -3.864
H -2.930 -2.393 -5.506
C 3.498 0.167 -3.477
C 2.490 1.291 -3.296
O 2.421 1.502 -1.886
S 3.870 1.187 -1.230
O 4.567 2.426 -1.066
O 3.687 0.249 -0.163
O 4.514 0.410 -2.500
H 3.046 -0.806 -3.264
H 3.927 0.155 -4.479
H 1.509 1.037 -3.696
H 2.844 2.216 -3.759
C 2.968 -6.561 -3.801
C 1.585 -6.335 -3.213
O 1.367 -4.926 -3.313
S 2.125 -4.366 -4.634
O 1.166 -4.274 -5.697
O 2.964 -3.270 -4.244
O 3.059 -5.660 -4.906
H 3.750 -6.300 -3.083
H 3.111 -7.589 -4.134
H 1.515 -6.663 -2.176
H 0.816 -6.839 -3.806
C 3.287 -0.017 10.197
C 2.239 -0.879 10.883
O 2.175 -2.073 10.103
S 3.642 -2.381 9.484
O 4.293 -3.338 10.325
O 3.508 -2.554 8.067
O 4.300 -0.927 9.766
H 2.874 0.477 9.313
H 3.708 0.733 10.867
H 1.264 -0.394 10.926
H 2.553 -1.152 11.895
C -5.002 4.883 5.626
C -3.519 4.918 5.962
O -3.374 4.050 7.087
S -4.466 2.856 6.980
O -3.824 1.708 6.408
O -5.199 2.802 8.205
O -5.405 3.528 5.841
H -5.576 5.521 6.304
H -5.199 5.180 4.596
H -3.171 5.922 6.202
H -2.919 4.512 5.142
C -3.087 5.946 -6.870
C -3.156 5.876 -5.352
O -3.804 4.636 -5.067
S -3.415 3.558 -6.218
O -2.338 2.749 -5.731
O -4.625 3.005 -6.746
O -2.811 4.610 -7.297
H -4.047 6.248 -7.296
H -2.307 6.624 -7.217
H -3.713 6.709 -4.923
H -2.155 5.844 -4.913
C 0.326 3.408 -10.872
C -1.054 3.646 -10.280
O -1.267 5.054 -10.386
S -0.510 5.604 -11.712
O -1.468 5.696 -12.771
O 0.332 6.696 -11.331
O 0.419 4.301 -11.982
H 1.112 3.669 -10.158
H 0.462 2.377 -11.199
H -1.123 3.323 -9.241
H -1.827 3.142 -10.868
C 6.697 -1.352 -5.362
C 5.706 -2.459 -5.686
O 5.445 -2.325 -7.083
S 6.780 -1.769 -7.820
O 7.483 -2.885 -8.376
O 6.425 -0.615 -8.587
O 7.571 -1.286 -6.488
H 6.193 -0.386 -5.265
H 7.263 -1.557 -4.452
H 4.783 -2.373 -5.112
H 6.148 -3.445 -5.518
```


(2)
The following is a DFT calculation (wB97M-V/def2-TZVPD) of a 5-piece molecular cluster, C40H76N2O14S2 overall.

The calculation puts the HOMO energy at -9.14 eV. As for the total charge: 0. The maximum force is 3.576 eV Å⁻¹. The LUMO energy is 0.2 eV. The value obtained for the total energy is -3528.8935 Ha.

```
134
C40H76N2O14S2 wB97M-V/def2-TZVPD
C -5.137 2.661 -6.321
C -4.001 2.066 -5.425
C -4.021 0.493 -5.560
C -2.603 -0.103 -5.890
C -2.131 -1.105 -4.781
C -0.923 -1.923 -5.336
C 0.489 -1.415 -4.854
C 0.564 0.108 -4.565
C 2.018 0.427 -4.047
C 2.043 0.708 -2.508
C 3.481 1.132 -2.114
C 3.749 1.210 -0.574
C 3.003 0.140 0.271
C 3.304 0.427 1.782
C 4.460 -0.448 2.353
C 4.186 -1.998 2.369
C 3.915 -2.520 3.833
C 2.434 -2.963 4.055
C 1.431 -1.762 3.921
C 0.121 -2.129 4.669
C -1.206 -1.444 4.130
N -1.695 -0.631 5.286
C -2.690 -0.024 5.048
S -3.661 1.190 4.740
C -1.218 -0.823 2.727
C -1.545 -1.974 1.669
S -0.071 -2.195 0.556
C -2.722 -1.576 0.676
O -2.581 -2.094 -0.627
C -3.001 -3.458 -0.704
C -2.233 -4.116 -1.889
N -1.876 -3.094 2.521
C -2.111 -2.709 3.865
O -2.805 -3.250 4.638
H -4.886 2.487 -7.380
H -6.099 2.187 -6.058
H -5.195 3.745 -6.118
H -3.042 2.445 -5.821
H -4.123 2.327 -4.361
H -4.440 0.028 -4.649
H -4.714 0.261 -6.393
H -1.843 0.674 -6.068
H -2.720 -0.697 -6.817
H -2.984 -1.796 -4.619
H -1.939 -0.622 -3.811
H -1.042 -2.955 -4.948
H -0.946 -2.022 -6.436
H 1.174 -1.602 -5.706
H 0.862 -2.014 -3.999
H -0.130 0.447 -3.781
H 0.435 0.628 -5.529
H 2.508 1.243 -4.609
H 2.625 -0.488 -4.190
H 1.707 -0.231 -2.028
H 1.290 1.483 -2.272
H 3.615 2.162 -2.502
H 4.210 0.493 -2.645
H 3.600 2.225 -0.163
H 4.833 1.000 -0.442
H 1.920 0.268 0.128
H 3.363 -0.872 0.029
H 3.655 1.480 1.832
H 2.404 0.395 2.422
H 5.417 -0.234 1.842
H 4.593 -0.123 3.403
H 5.122 -2.478 2.023
H 3.385 -2.312 1.673
H 4.190 -1.767 4.593
H 4.596 -3.379 3.989
H 2.197 -3.628 3.197
H 2.296 -3.533 4.988
H 1.915 -0.888 4.399
H 1.319 -1.602 2.840
H -0.046 -3.220 4.749
H 0.255 -1.791 5.711
H -0.284 -0.360 2.364
H -1.968 -0.050 2.471
H -0.098 -1.084 -0.226
H -2.708 -0.473 0.557
H -3.718 -1.821 1.103
H -4.098 -3.560 -0.828
H -2.739 -4.013 0.219
H -2.913 -4.428 -2.701
H -1.577 -3.341 -2.328
H -1.567 -4.929 -1.563
H -2.731 -3.609 2.312
C 1.356 3.130 4.505
O 2.086 4.346 4.347
C 3.344 4.289 4.797
O 3.872 3.330 5.299
O 3.911 5.480 4.592
C 5.269 5.566 5.027
H 0.355 3.292 4.108
H 1.827 2.324 3.942
H 1.271 2.864 5.558
H 5.893 4.856 4.486
H 5.339 5.396 6.101
H 5.620 6.572 4.811
C 9.533 4.383 7.198
O 10.646 4.911 6.475
C 10.404 5.132 5.180
O 9.363 4.926 4.610
O 11.518 5.620 4.628
C 11.405 5.905 3.234
H 9.852 4.248 8.229
H 8.697 5.081 7.179
H 9.235 3.416 6.794
H 10.642 6.663 3.057
H 11.181 4.999 2.672
H 12.366 6.292 2.903
C -8.473 0.599 -0.945
O -8.459 1.110 0.388
C -7.240 1.215 0.922
O -6.203 0.920 0.383
O -7.369 1.701 2.159
C -6.130 1.865 2.851
H -9.511 0.561 -1.267
H -7.922 1.257 -1.616
H -8.061 -0.410 -0.975
H -5.489 2.575 2.326
H -5.628 0.908 2.967
H -6.355 2.262 3.838
C -6.642 -5.312 -4.008
O -5.552 -4.784 -4.763
C -5.840 -4.541 -6.046
O -6.902 -4.728 -6.580
O -4.742 -4.054 -6.630
C -4.896 -3.740 -8.010
H -6.288 -5.466 -2.991
H -7.473 -4.607 -3.986
H -6.964 -6.270 -4.415
H -5.654 -2.968 -8.143
H -5.149 -4.626 -8.591
H -3.944 -3.354 -8.367
```


(3)
The following is a DFT calculation (wB97M-V/def2-TZVPD) of a 7-piece molecular cluster, C40H77BrClN2O14P overall.

The calculation puts the HOMO energy at -8.72 eV. As for the total charge: 0. The maximum force is 3.377 eV Å⁻¹. The LUMO energy is 0.0 eV. The value obtained for the total energy is -6108.3335 Ha.

```
136
C40H77BrClN2O14P wB97M-V/def2-TZVPD
C 5.696 5.794 3.849
C 6.980 5.823 2.944
Br 8.541 5.766 4.213
C 7.198 4.604 1.961
C 5.959 4.137 1.093
C 6.601 3.497 -0.203
N 7.114 3.025 -1.115
P 5.115 5.720 0.433
C 6.442 6.914 -0.212
O 4.263 5.313 -0.993
C 4.965 3.066 1.735
Cl 5.611 2.308 3.302
C 4.937 1.822 0.772
N 4.702 0.991 0.016
C 3.523 3.569 2.122
C 2.441 3.677 0.998
O 2.213 2.908 0.097
C 1.461 4.923 1.097
C 1.259 5.906 0.030
C 0.300 7.005 0.322
C -0.426 7.102 1.615
C -0.244 6.089 2.669
C 0.712 5.002 2.380
H 4.837 6.201 3.248
H 5.487 4.825 4.365
H 5.866 6.551 4.675
H 7.043 6.836 2.474
H 7.742 3.770 2.494
H 7.965 4.968 1.207
H 7.406 6.855 0.352
H 6.677 6.550 -1.264
H 6.031 7.949 -0.332
H 3.947 6.124 -1.429
H 3.558 4.555 2.664
H 3.127 2.834 2.890
H 1.816 5.848 -0.930
H 0.074 7.826 -0.405
H -1.131 7.944 1.838
H -0.743 6.097 3.667
H 0.883 4.243 3.181
C 5.611 -2.555 -3.795
O 6.165 -3.243 -2.681
C 7.563 -3.469 -2.814
C 8.366 -2.419 -2.058
O 8.178 -1.122 -2.609
C 7.202 -0.367 -1.899
H 4.655 -2.128 -3.488
H 6.254 -1.747 -4.149
H 5.438 -3.266 -4.610
H 7.853 -3.502 -3.869
H 7.773 -4.452 -2.378
H 9.430 -2.655 -2.151
H 8.114 -2.427 -0.992
H 7.648 0.061 -0.996
H 6.334 -0.970 -1.625
H 6.870 0.445 -2.546
C -1.535 -1.081 3.950
O -2.774 -0.514 3.547
C -3.170 0.580 4.368
C -2.809 1.917 3.735
O -1.400 2.084 3.619
C -0.917 1.759 2.322
H -1.140 -1.661 3.114
H -0.800 -0.322 4.225
H -1.702 -1.751 4.799
H -2.734 0.489 5.369
H -4.258 0.525 4.470
H -3.172 2.720 4.384
H -3.292 2.032 2.759
H -1.092 2.603 1.647
H -1.389 0.863 1.914
H 0.158 1.583 2.396
C -0.329 -4.506 -1.464
O 0.756 -4.394 -0.554
C 1.996 -4.797 -1.129
C 2.805 -3.603 -1.618
O 2.148 -2.924 -2.685
C 1.425 -1.783 -2.238
H -1.148 -3.887 -1.094
H -0.065 -4.170 -2.468
H -0.661 -5.549 -1.504
H 1.829 -5.516 -1.938
H 2.563 -5.304 -0.342
H 3.759 -3.964 -2.010
H 3.022 -2.912 -0.797
H 2.118 -0.945 -2.104
H 0.891 -1.966 -1.304
H 0.698 -1.520 -3.008
C -6.180 -0.015 1.962
O -6.414 0.615 3.216
C -6.839 1.966 3.077
C -8.353 2.095 3.183
O -9.014 1.429 2.113
C -9.470 0.132 2.474
H -6.190 -1.095 2.119
H -6.942 0.237 1.223
H -5.195 0.280 1.586
H -6.475 2.389 2.135
H -6.383 2.530 3.897
H -8.618 3.153 3.111
H -8.711 1.724 4.149
H -10.411 0.217 3.028
H -8.741 -0.413 3.078
H -9.651 -0.429 1.556
C -1.745 -2.590 -4.776
O -2.854 -2.911 -3.948
C -4.086 -2.420 -4.464
C -4.849 -3.501 -5.220
O -4.145 -3.922 -6.384
C -3.401 -5.113 -6.171
H -0.922 -3.257 -4.516
H -1.968 -2.711 -5.838
H -1.439 -1.556 -4.583
H -3.918 -1.543 -5.098
H -4.687 -2.102 -3.605
H -5.803 -3.085 -5.557
H -5.069 -4.355 -4.571
H -4.069 -5.978 -6.240
H -2.894 -5.121 -5.204
H -2.649 -5.185 -6.958
C -4.723 -3.630 -0.234
O -5.436 -4.261 -1.290
C -5.009 -5.603 -1.507
C -5.931 -6.602 -0.821
O -5.895 -6.467 0.595
C -6.972 -5.689 1.099
H -5.302 -2.767 0.097
H -4.570 -4.295 0.619
H -3.753 -3.286 -0.607
H -3.973 -5.736 -1.180
H -5.044 -5.779 -2.587
H -5.585 -7.613 -1.053
H -6.957 -6.507 -1.192
H -7.872 -6.309 1.162
H -7.177 -4.813 0.480
H -6.704 -5.352 2.101
```